# 1
Entry from the Open Molecules 2025 dataset: a 3-piece molecular cluster, CH8NO2 overall (ωB97M-V/def2-TZVPD).

Properties
Multiplicity: 2
ΔE to the lowest compared entry with this formula, charge and spin (eV): 0.000
<S²>: 0.7531
Orbital gap (spin up / spin down) (eV): 6.175 / 10.768

Geometry (Å):
C: -0.2725 -0.4132 0.9192
N: 0.3458 -0.4972 -0.3058
H: -1.2933 -0.6932 1.0849
H: 0.1296 0.3913 1.5255
H: 1.3316 -0.2458 -0.3215
H: 0.1411 -1.2784 -0.9071
H: 2.9136 1.4745 -0.6242
H: 3.6238 0.3701 0.1878
O: 2.7708 0.7866 0.0337
H: -3.2324 0.7015 -0.1348
H: -3.3671 -0.3539 -1.1873
O: -3.0910 -0.2426 -0.2704

Cartesian forces (eV/Å) of the 6 atoms listed first:
0.5 0.6 0.8
0.1 -0.3 -0.7
-0.1 -0.2 -0.3
-0.1 -0.1 0.2
-0.5 -0.1 0.1
-0.2 -0.1 0.1


# 2
Entry from the Open Molecules 2025 dataset: a 3-piece molecular cluster, CH8NO2 overall (ωB97M-V/def2-TZVPD).

Properties
ΔE to the lowest compared entry with this formula, charge and spin (eV): 1.048
Charge: +1
Orbital gap (eV): 10.161

Geometry (Å):
C: 0.7518 -1.3530 0.6610
N: -0.2802 -0.7239 1.0527
H: 0.8180 -2.4302 0.7988
H: 1.5752 -0.9225 0.1023
H: -0.4201 0.1681 0.5720
H: -0.9735 -1.2092 1.6036
H: -1.6392 0.9061 -2.0653
H: -2.0212 -0.3986 -1.2571
O: -1.7631 0.5128 -1.1894
H: 0.9942 1.7413 0.5907
H: 1.7382 2.2258 -0.5809
O: 1.2196 1.4833 -0.2884

Cartesian forces (eV/Å) of the 6 atoms listed first:
0.3 -1.4 -0.2
1.1 -0.1 -1.0
0.0 0.1 0.7
-0.4 0.7 -0.1
-0.6 0.5 0.4
-0.5 0.2 -0.1


# 3
Entry from the Open Molecules 2025 dataset: a 2-piece molecular cluster, CH8NOSi overall (ωB97M-V/def2-TZVPD).

Properties
Multiplicity: 3
Charge: +1
<S²>: 2.0039
Orbital gap (spin up / spin down) (eV): 6.408 / 7.904

Geometry (Å):
C: -0.6955 -0.3639 -0.6046
N: -1.6782 0.4308 0.4649
O: 0.4638 0.2165 -0.7317
Si: 1.9765 0.1436 0.1866
H: -1.2698 -0.3511 -1.4632
H: -0.6497 -1.9005 -0.3792
H: -1.6473 1.2439 -0.0742
H: -1.2048 0.4566 1.3726
H: -2.5513 -0.1767 0.4344
H: 2.1712 -0.2939 1.6193
H: 2.6255 -0.9240 -0.7235
H: 2.4598 1.5190 -0.1014

Cartesian forces (eV/Å) of the 6 atoms listed first:
1.0 5.4 1.6
0.3 -3.6 0.0
-0.6 -1.0 1.2
1.9 -0.9 -1.5
-1.3 -0.8 -2.2
0.5 -4.1 0.2


# 4
Entry from the Open Molecules 2025 dataset: a 2-piece molecular cluster, CH8NS2 overall (ωB97M-V/def2-TZVPD).

Properties
ΔE to the lowest compared entry with this formula, charge and spin (eV): 1.205
Charge: +1
Orbital gap (eV): 8.742

Geometry (Å):
N: -2.0880 0.2369 2.1044
H: -1.1135 0.0271 1.6752
H: -2.7601 0.2174 1.2711
H: -2.2002 -0.3666 2.8391
H: -2.0337 1.2614 2.4005
C: 0.9393 0.2225 -2.3670
S: 0.4165 0.8997 -0.6380
S: 0.3764 -1.0819 0.5587
H: 0.1632 0.6236 -2.9676
H: 0.6475 -0.8754 -2.3225
H: 1.9656 0.4681 -2.5705
H: 1.6245 -1.4340 0.4151

Cartesian forces (eV/Å) of the 6 atoms listed first:
1.7 4.1 -4.5
-1.1 0.1 0.7
0.7 -0.5 1.8
-1.1 -2.0 2.3
-0.2 -1.7 -0.1
-1.8 -1.5 2.4


# 5
Entry from the Open Molecules 2025 dataset: a 2-piece molecular cluster, CH8NS2 overall (ωB97M-V/def2-TZVPD).

Properties
ΔE to the lowest compared entry with this formula, charge and spin (eV): 2.834
Charge: +1
Orbital gap (eV): 6.969

Geometry (Å):
N: 1.8410 0.8670 -1.3928
H: 1.1661 0.8921 -2.1328
H: 1.5184 0.7055 -0.3243
H: 2.5245 1.5716 -1.5177
H: 2.3312 -0.0220 -1.5915
C: -2.2198 -1.2257 0.6874
S: -0.4104 -1.1944 0.2831
S: 0.2631 0.5848 1.3777
H: -2.5720 -0.6609 1.6092
H: -2.7550 -0.6643 -0.1086
H: -2.4954 -2.2968 0.7778
H: 0.8084 1.4432 2.3324

Cartesian forces (eV/Å) of the 6 atoms listed first:
0.6 -3.0 1.4
-1.1 0.5 0.0
-0.5 1.1 -1.3
0.7 1.3 0.1
0.1 0.3 0.1
-0.6 0.7 0.2


# 6
Entry from the Open Molecules 2025 dataset: CH8NS2 as an isolated structure (ωB97M-V/def2-TZVPD).

Properties
ΔE to the lowest compared entry with this formula, charge and spin (eV): 3.755
Charge: +1
Orbital gap (eV): 8.441

Geometry (Å):
N: 1.9988 -0.8287 1.0801
H: 1.7700 -1.4544 1.8843
H: 0.7900 0.4134 1.2400
H: 1.6140 -0.9606 0.2176
H: 2.6233 0.0038 1.2432
C: -1.9170 -0.3303 -0.7240
S: -0.6265 0.5279 0.2517
S: 0.1592 1.5376 -1.3528
H: -1.6959 -1.2811 -0.4090
H: -3.0053 -0.1308 -0.4702
H: -1.5780 -0.2288 -1.8063
H: -0.1326 2.7321 -1.1545

Cartesian forces (eV/Å) of the 6 atoms listed first:
0.2 3.5 4.8
0.5 0.8 -1.3
0.0 -2.8 -1.1
-0.7 -0.8 -2.6
-0.3 -1.9 -0.4
-0.7 0.3 -0.9


# 7
Entry from the Open Molecules 2025 dataset: a 3-piece molecular cluster, CH8O2 overall (ωB97M-V/def2-TZVPD).

Properties
ΔE to the lowest compared entry with this formula, charge and spin (eV): 0.937
Structure (SMILES): C.O.O
Orbital gap (eV): 12.326

Geometry (Å):
C: -5.5835 -2.0175 1.2458
H: -4.6659 -2.4302 1.7720
H: -5.0148 -1.8374 0.3971
H: -5.9573 -1.1618 1.7347
H: -6.5032 -2.5609 1.2539
O: 2.5801 -0.6960 1.3326
H: 2.2412 -1.5016 1.7509
H: 2.1423 -0.0786 1.8934
O: 2.9695 2.6514 -2.7458
H: 3.6588 2.4130 -2.0570
H: 3.2029 3.6194 -2.9138

Cartesian forces (eV/Å) of the 6 atoms listed first:
1.5 -0.8 2.2
-1.8 -0.1 0.6
-0.4 0.7 -2.6
0.5 1.7 0.5
0.1 -1.5 -0.7
0.0 -1.1 0.1


# 8
Entry from the Open Molecules 2025 dataset: a 3-piece molecular cluster, CH8O2S overall (ωB97M-V/def2-TZVPD).

Properties
ΔE to the lowest compared entry with this formula, charge and spin (eV): 1.367
Structure (SMILES): CS.O.O
Orbital gap (eV): 9.691

Geometry (Å):
C: 0.9458 0.7567 -0.4692
S: 1.5014 -0.9079 -1.2240
H: 1.7974 1.4876 -0.3852
H: 0.1440 1.1540 -1.1202
H: 0.3728 0.6047 0.3917
H: 0.8157 -1.5059 -0.2461
O: -1.3549 1.6626 1.8366
H: -0.6685 1.4383 1.2121
H: -1.1141 2.0345 2.6207
O: -1.9552 -0.8867 0.4346
H: -1.6196 -0.3978 1.0853
H: -2.9434 -1.0373 0.6719

Cartesian forces (eV/Å) of the 6 atoms listed first:
0.7 0.4 -2.8
-0.6 1.5 1.2
-1.0 -0.9 0.1
0.8 0.1 -0.2
0.3 -0.8 1.6
0.1 -0.5 -0.2


# 9
Entry from the Open Molecules 2025 dataset: a 4-piece molecular cluster, CH8O2S2 overall (ωB97M-V/def2-TZVPD).

Properties
ΔE to the lowest compared entry with this formula, charge and spin (eV): 5.626
Orbital gap (eV): 3.701

Geometry (Å):
C: -0.5947 -0.5036 -1.1201
S: -2.3476 -0.6494 -1.1067
S: 2.2517 -0.1793 -1.1181
H: -0.2832 0.1988 -1.9131
H: -0.1496 -1.4967 -1.3445
H: -0.2222 -0.1305 -0.1667
H: 3.4554 -0.2225 -1.7028
H: 2.5419 0.1227 0.9663
H: 3.3577 0.5789 2.2177
O: 2.4815 0.3377 1.9258
H: -3.0154 0.2927 0.5767
H: -4.2236 0.8213 1.4267
O: -3.2518 0.8298 1.3588

Cartesian forces (eV/Å) of the 6 atoms listed first:
-1.2 0.1 1.1
1.1 -0.3 -0.8
-0.4 -0.2 -0.6
0.3 -0.2 -0.4
0.2 0.3 -0.3
0.0 -0.1 0.0


# 10
Entry from the Open Molecules 2025 dataset: a 4-piece molecular cluster, CH8O4 overall (ωB97M-V/def2-TZVPD).

Properties
ΔE to the lowest compared entry with this formula, charge and spin (eV): 0.566
Structure (SMILES): C=O.O.O.O
Orbital gap (eV): 10.606

Geometry (Å):
C: 1.1293 -1.6646 -0.8265
O: 0.2899 -2.4705 -0.5174
H: 0.9505 -0.5986 -0.6555
H: 2.0546 -1.9715 -1.3080
O: 1.1242 0.7781 1.1536
H: 1.5522 1.0583 1.9713
H: 0.1848 0.8979 1.3323
O: -1.2602 -3.3469 1.9462
H: -0.4457 -2.9767 1.5907
H: -1.5152 -4.0114 1.2960
O: -1.7221 4.8308 -2.0585
H: -1.0972 4.4362 -2.6727
H: -1.2452 5.0390 -1.2517

Cartesian forces (eV/Å) of the 6 atoms listed first:
-0.8 0.1 0.0
0.2 -0.2 0.1
0.3 0.1 0.0
0.5 -0.1 -0.2
0.0 0.2 0.3
0.0 0.0 -0.1


# 11
Entry from the Open Molecules 2025 dataset: a 4-piece molecular cluster, CH8O5 overall (ωB97M-V/def2-TZVPD).

Properties
ΔE to the lowest compared entry with this formula, charge and spin (eV): 0.623
Structure (SMILES): O=CO.O.O.O
Orbital gap (eV): 10.973

Geometry (Å):
O: -1.6724 0.5121 -1.0684
C: -2.3263 -0.3577 -0.5637
O: -2.2031 -0.9748 0.6254
H: -3.3404 -0.5275 -0.9707
H: -1.2621 -1.2784 0.7947
O: 0.0332 -0.9543 1.8641
H: 0.8999 -0.7375 1.4411
H: 0.2037 -0.6974 2.7786
O: 2.1482 -0.1219 0.4819
H: 3.0429 -0.2777 0.1900
H: 1.6800 0.3424 -0.2374
O: 1.1313 1.4683 -1.4442
H: 1.2668 2.3403 -1.8428
H: 0.3985 1.2642 -2.0485

Cartesian forces (eV/Å) of the 6 atoms listed first:
1.3 -0.6 0.0
-2.2 0.9 0.8
1.0 -0.8 -1.6
0.1 -0.5 0.0
-0.7 1.1 0.6
1.3 0.1 0.3


# 12
Entry from the Open Molecules 2025 dataset: a 2-piece molecular cluster, CH9N2 overall (ωB97M-V/def2-TZVPD).

Properties
ΔE to the lowest compared entry with this formula, charge and spin (eV): 0.110
Charge: +1
Orbital gap (eV): 12.017

Geometry (Å):
N: 1.2218 1.5165 0.4650
H: 2.2070 1.6651 0.2708
H: 0.6957 2.2336 -0.0332
H: 0.5617 0.0356 -0.3562
H: 1.0160 1.6135 1.4528
C: -1.3560 -0.8722 -0.0101
N: 0.0478 -0.8837 -0.5033
H: -1.9237 -0.2423 -0.6737
H: -1.4485 -0.4739 0.9946
H: -1.7339 -1.8902 -0.0770
H: 0.6320 -1.5815 -0.0415
H: 0.0801 -1.1206 -1.4882

Cartesian forces (eV/Å) of the 6 atoms listed first:
-0.5 -0.2 -0.7
-0.1 0.1 0.3
0.2 0.1 0.2
-0.2 0.2 0.5
0.3 0.1 0.0
-0.2 -0.3 -0.2


# 13
Entry from the Open Molecules 2025 dataset: a 2-piece molecular cluster, CH9N2O overall (ωB97M-V/def2-TZVPD).

Properties
ΔE to the lowest compared entry with this formula, charge and spin (eV): 0.108
Charge: +1
Orbital gap (eV): 11.595

Geometry (Å):
O: -0.7513 -1.3065 -2.4386
H: -1.6773 -1.2846 -2.7165
H: 0.0996 -1.0995 0.9672
H: -0.4179 -2.0855 -2.9044
N: 0.4463 -0.5065 0.2057
C: 0.0403 0.9262 0.5354
N: 0.3293 1.0899 1.9392
H: 1.4634 -0.6513 0.2043
H: 0.0664 -0.8849 -0.6757
H: 0.6715 1.6029 -0.0273
H: -1.0224 0.9942 0.3568
H: -0.4031 1.5599 2.4585
H: 1.1551 1.6457 2.0953

Cartesian forces (eV/Å) of the 6 atoms listed first:
-0.1 -0.3 0.0
0.1 0.2 0.2
0.0 0.2 0.0
0.2 0.1 0.1
0.1 -0.6 0.0
0.8 -0.1 1.4


# 14
Entry from the Open Molecules 2025 dataset: a 2-piece molecular cluster, CH9N2O overall (ωB97M-V/def2-TZVPD).

Properties
ΔE to the lowest compared entry with this formula, charge and spin (eV): 1.756
Charge: +1
Orbital gap (eV): 10.766

Geometry (Å):
O: -1.0844 -0.4333 1.9297
H: -1.6210 -1.2291 1.8158
H: -1.2579 0.4713 0.1875
H: -0.6789 -0.6222 2.8104
N: -0.9367 0.1790 -0.8064
C: 0.6487 0.6831 -0.5209
N: 1.6338 -0.2390 -1.0555
H: -1.5979 0.5924 -1.4407
H: -0.8382 -0.8108 -0.7879
H: 0.9093 0.6407 0.5439
H: 0.6930 1.7908 -0.9425
H: 2.5832 0.1535 -0.9086
H: 1.7117 -1.1986 -0.5573

Cartesian forces (eV/Å) of the 6 atoms listed first:
0.4 -0.8 1.0
-0.2 0.1 -0.1
0.1 -1.0 -1.6
-0.3 0.6 -0.9
2.5 2.0 4.6
0.7 1.2 -0.9


# 15
Entry from the Open Molecules 2025 dataset: a 3-piece molecular cluster, CH9N3O2 overall (ωB97M-V/def2-TZVPD).

Properties
ΔE to the lowest compared entry with this formula, charge and spin (eV): 0.866
Structure (SMILES): N=C(N)N.O.O
Orbital gap (eV): 9.233

Geometry (Å):
N: 0.9836 -1.4332 1.8989
C: 0.8460 -0.4019 1.1500
N: 0.3672 0.8552 1.5263
N: 1.2737 -0.4227 -0.1589
H: 1.1626 -1.1202 2.8447
H: -0.0468 0.8177 2.4488
H: -0.3338 1.1659 0.8665
H: 1.5104 0.4300 -0.6129
H: 1.4879 -1.3867 -0.3304
O: -1.5958 2.0554 -1.0770
H: -1.7425 1.1713 -1.4386
H: -0.7322 2.3344 -1.3937
O: -1.1474 -1.0206 -2.0926
H: -0.2750 -1.3907 -1.9296
H: -1.7579 -1.6539 -1.7017

Cartesian forces (eV/Å) of the 6 atoms listed first:
0.9 0.2 -0.5
0.5 0.8 0.3
0.0 -0.1 0.3
-1.5 -1.2 1.3
-1.0 -0.3 0.4
0.1 0.1 -0.1


# 16
Entry from the Open Molecules 2025 dataset: a 3-piece molecular cluster, CH9N3O2 overall (ωB97M-V/def2-TZVPD).

Properties
ΔE to the lowest compared entry with this formula, charge and spin (eV): 1.789
Structure (SMILES): N=C(N)N.O.O
Orbital gap (eV): 9.977

Geometry (Å):
N: -0.6014 -1.1841 -0.6088
C: -0.6114 0.0633 -0.9213
N: -0.5885 0.9953 0.0514
N: -1.1608 0.4840 -2.1524
H: -1.0106 -1.8817 -1.2874
H: 0.2338 0.9756 0.6865
H: -0.7482 1.9440 -0.2095
H: -2.1869 0.6421 -2.0983
H: -0.6951 1.2489 -2.6968
O: 0.6128 -0.1722 3.0929
H: 0.6365 -0.9685 3.4799
H: 0.3325 -0.1456 2.2024
O: 1.9314 -0.4089 0.4211
H: 1.1565 -1.0553 0.2953
H: 2.6996 -0.5370 -0.2552

Cartesian forces (eV/Å) of the 6 atoms listed first:
0.1 -0.6 -0.1
-2.9 -2.2 -0.7
2.4 1.3 2.1
-0.7 1.1 -1.8
1.2 1.6 0.4
-0.9 -0.2 -0.6


# 17
Entry from the Open Molecules 2025 dataset: a 3-piece molecular cluster, CH9N3O2 overall (ωB97M-V/def2-TZVPD).

Properties
ΔE to the lowest compared entry with this formula, charge and spin (eV): 2.110
Structure (SMILES): N=C(N)N.O.O
Orbital gap (eV): 9.338

Geometry (Å):
N: 0.6752 -1.2694 -0.3742
C: -0.4909 -1.4971 0.2745
N: -0.8189 -0.4359 1.1476
N: -1.0977 -2.7974 0.2022
H: 1.1163 -0.3870 -0.3310
H: -1.5158 -0.7106 1.7457
H: -0.1457 0.0736 1.5381
H: -2.0261 -2.9123 0.7371
H: -1.0840 -3.2224 -0.6935
O: 0.2750 2.2157 -1.7564
H: -0.4294 2.6438 -2.3253
H: -0.2560 1.3769 -1.6425
O: 2.3366 2.2002 0.4110
H: 1.8503 3.1033 0.3829
H: 1.6111 1.6184 0.6840

Cartesian forces (eV/Å) of the 6 atoms listed first:
-3.9 -3.9 0.1
6.1 1.8 -1.6
-4.0 -3.9 -3.3
-1.8 2.7 2.8
-0.1 1.3 0.5
-2.0 -0.1 2.1


# 18
Entry from the Open Molecules 2025 dataset: a 2-piece molecular cluster, CH9N3O2PS2 overall (ωB97M-V/def2-TZVPD).

Properties
Charge: +1
Orbital gap (eV): 8.339

Geometry (Å):
N: 2.1690 0.0975 -0.1072
P: 1.6632 1.7578 0.0353
O: 0.1918 1.7001 0.8193
S: 1.3305 2.2110 -2.0972
S: 1.3933 4.2832 -2.3375
H: 2.1453 -0.1988 -1.0798
H: 1.4655 -0.4766 0.3699
H: -0.5012 1.3038 0.2854
H: 0.0517 1.7756 -2.3750
H: 1.8638 4.3223 -3.6275
C: -1.0867 -2.1005 0.9198
O: -0.1698 -2.1225 0.0991
N: -0.9397 -1.5869 2.1749
N: -2.3204 -2.5938 0.6340
H: -1.6737 -1.5659 2.8568
H: -0.0400 -1.2263 2.4252
H: -2.4589 -2.9850 -0.2785
H: -3.0838 -2.5950 1.2826

Cartesian forces (eV/Å) of the 6 atoms listed first:
-1.5 1.6 -0.5
0.4 -0.6 2.9
1.5 0.3 -1.4
-0.5 -0.1 -1.9
-0.3 -0.2 -0.1
0.4 -0.4 0.1


# 19
Entry from the Open Molecules 2025 dataset: an isolated ion of composition CH9N3P and charge +1 (ωB97M-V/def2-TZVPD).

Properties
ΔE to the lowest compared entry with this formula, charge and spin (eV): 0.000
Charge: +1
Orbital gap (eV): 9.941

Geometry (Å):
C: -1.2536 2.5084 0.3024
N: -0.1835 1.8506 0.3135
N: 0.2877 -0.4145 -1.3936
N: 0.4117 -2.2890 0.5476
P: -0.0910 -0.2510 0.2163
H: -2.1679 1.9877 0.0352
H: -0.4862 -0.4433 -2.0430
H: 0.6667 2.3439 0.5827
H: 1.0546 0.1324 -1.7640
H: 0.3009 -2.5149 1.5337
H: -0.2245 -2.8775 0.0131
H: 1.3638 -2.5097 0.2628
H: -1.3292 3.5617 0.5346
H: 1.2104 -0.0232 0.6663

Cartesian forces (eV/Å) of the 6 atoms listed first:
-0.5 0.1 -0.1
0.6 -0.2 0.0
0.1 0.5 -0.7
0.1 -0.1 0.1
-0.4 -0.2 0.5
-0.1 -0.1 0.0


no.,maximum force (eV/Å),electronic energy (eV)
1,1.1,-6749.890
2,1.5,-6744.279
3,5.8,-12567.389
4,6.4,-24319.635
5,3.7,-24318.006
6,6.0,-24317.086
7,2.8,-5260.803
8,7.0,-16095.778
9,1.6,-26926.888
10,0.8,-9355.716
11,2.5,-11404.328
12,0.9,-4157.149
13,1.6,-6204.510
14,5.6,-6202.862
15,2.3,-9748.200
16,5.4,-9747.276
17,6.6,-9746.955
18,3.0,-40701.675
19,0.8,-14935.580